{"formula": "C28H24N3O3STcTe", "method": "wB97M-V/def2-TZVPD", "species": ["Tc", "N", "C", "S", "N", "N", "C", "C", "C", "C", "C", "C", "C", "O", "H", "H", "H", "H", "H", "H", "H", "C", "C", "O", "C", "C", "C", "C", "C", "C", "O", "H", "H", "H", "H", "H", "H", "H", "C", "C", "C", "C", "C", "C", "H", "H", "H", "H", "H", "Te", "C", "C", "C", "C", "C", "C", "H", "H", "H", "H", "H"], "xyz": [[-0.0988, 1.3337, 0.3484], [2.8056, -0.2480, 3.1406], [1.6422, -0.0063, 2.4149], [0.8113, 1.5014, 2.7469], [1.2925, -0.9051, 1.5590], [0.1486, -0.5601, 0.8318], [-0.6928, -1.6252, 0.6420], [-2.1564, -1.3356, 0.6273], [-3.0309, -2.4235, 0.6948], [-4.4011, -2.2686, 0.7493], [-4.9370, -0.9822, 0.7355], [-4.1003, 0.1106, 0.6827], [-2.7033, -0.0390, 0.6405], [-1.9924, 1.0863, 0.6222], [2.8221, 0.2100, 4.0373], [3.0533, -1.2269, 3.1630], [-0.4503, -2.4431, 1.3187], [-2.6081, -3.4223, 0.6985], [-5.0438, -3.1381, 0.8030], [-6.0101, -0.8346, 0.7686], [-4.4875, 1.1209, 0.6759], [4.1272, 2.3865, -0.0395], [2.6434, 2.6335, 0.0304], [1.9388, 1.6151, -0.0517], [2.1203, 3.9752, 0.1693], [3.0333, 5.0526, 0.2588], [2.6256, 6.3554, 0.3379], [1.2442, 6.6282, 0.3187], [0.3263, 5.6227, 0.2388], [0.7189, 4.2521, 0.1799], [-0.2139, 3.3726, 0.1295], [4.2808, 1.3256, -0.2144], [4.5855, 2.6615, 0.9122], [4.6003, 2.9705, -0.8284], [4.0931, 4.8378, 0.2679], [3.3473, 7.1574, 0.4098], [0.9021, 7.6558, 0.3722], [-0.7371, 5.8208, 0.2301], [-0.5823, 0.9038, -4.5321], [0.2795, 1.8423, -3.9800], [0.4096, 1.9446, -2.6021], [-0.3127, 1.1214, -1.7309], [-1.1884, 0.2013, -2.3100], [-1.3164, 0.0843, -3.6902], [-0.6818, 0.8159, -5.6077], [0.8534, 2.4985, -4.6253], [1.0871, 2.6927, -2.2066], [-1.7989, -0.4440, -1.6910], [-1.9919, -0.6574, -4.1008], [-0.0894, -2.8961, -1.3107], [-0.2470, -4.6767, -0.1971], [-1.1206, -5.7001, -0.5671], [-1.2287, -6.8530, 0.1980], [-0.4760, -7.0001, 1.3551], [0.3951, -5.9886, 1.7336], [0.5153, -4.8415, 0.9604], [-1.7154, -5.5902, -1.4651], [-1.9105, -7.6386, -0.1064], [-0.5715, -7.8936, 1.9596], [0.9887, -6.0931, 2.6342], [1.2036, -4.0592, 1.2595]], "forces_ev_per_a": [[0.0, -0.1, 0.0], [0.0, 0.0, -0.1], [0.1, 0.0, 0.1], [0.0, -0.1, -0.1], [-0.1, 0.1, 0.0], [0.2, 0.0, 0.1], [0.0, 0.0, -0.1], [0.0, 0.0, 0.0], [-0.1, 0.0, 0.0], [0.0, 0.0, 0.0], [0.0, 0.0, 0.0], [0.0, -0.1, 0.0], [0.0, 0.1, 0.0], [-0.1, 0.0, 0.0], [0.0, 0.0, 0.0], [0.0, 0.0, 0.0], [-0.1, 0.0, 0.0], [0.0, 0.0, 0.0], [0.0, 0.0, 0.0], [0.0, 0.0, 0.0], [0.0, 0.0, 0.0], [0.0, 0.0, 0.0], [-0.1, 0.0, 0.0], [0.1, 0.0, 0.0], [0.1, 0.0, 0.0], [0.0, 0.0, 0.0], [0.0, 0.0, 0.0], [0.0, 0.1, 0.0], [0.0, -0.1, 0.0], [-0.1, 0.0, 0.0], [0.0, 0.1, 0.0], [0.0, 0.0, 0.0], [0.0, 0.0, 0.0], [0.0, 0.0, 0.0], [0.0, 0.0, 0.0], [0.0, 0.0, 0.0], [0.0, 0.0, 0.0], [0.0, 0.0, 0.0], [0.0, 0.0, 0.0], [0.0, 0.0, 0.0], [0.0, 0.0, 0.0], [0.0, 0.0, 0.1], [0.0, 0.0, -0.1], [0.0, 0.0, 0.0], [0.0, 0.0, 0.0], [0.0, 0.0, 0.0], [0.0, 0.0, 0.0], [0.0, 0.0, 0.0], [0.0, 0.0, 0.0], [-0.1, 0.1, 0.0], [0.1, -0.1, 0.1], [0.1, 0.0, 0.0], [0.0, 0.0, 0.0], [0.0, 0.0, 0.0], [0.0, 0.0, 0.0], [0.0, 0.0, 0.0], [0.0, 0.0, 0.0], [0.0, 0.0, 0.0], [0.0, 0.0, 0.0], [0.0, 0.0, 0.0], [0.0, 0.0, 0.0]], "de_lowest_kcal_mol": 8.6, "total_charge": -1, "multiplicity": 4}